(1)
Computed, not measured: a gas-phase ion, C3H10N3 (charge +1) at a distorted geometry, with ωB97M-V/def2-TZVPD.

```
! wB97M-V def2-TZVPD RIJCOSX def2/J DEFGRID3
* xyz 1 1
C -1.329 1.184 -0.126
N -0.688 -0.023 0.310
C -1.393 -1.197 -0.218
N 0.631 -0.111 -0.244
C 1.712 0.050 0.493
N 2.877 0.022 -0.224
H -1.736 0.897 -1.087
H -2.193 1.427 0.460
H -0.712 2.064 -0.184
H -0.813 -0.036 1.391
H -1.159 -1.049 -1.226
H -0.919 -2.113 0.191
H -2.456 -1.118 -0.100
H 1.639 0.140 1.547
H 3.781 0.112 0.229
H 2.758 -0.247 -1.212
*
```

The max |F| comes out at 0.084 Eh/bohr. The total energy is -284.27062 Ha. The HOMO-LUMO gap is 10.87 eV. As for the structure (SMILES): C[NH+](C)/N=C/N.

(2)
Computed, not measured: a molecular structure, C23H28AuBN5O2S, with ωB97M-V/def2-TZVPD.

```
! wB97M-V def2-TZVPD RIJCOSX def2/J DEFGRID3
* xyz 1 1
Au -0.094 -0.032 -0.216
N 1.997 -0.128 -0.584
N 2.666 1.078 -0.305
C 2.008 2.240 -0.070
N 2.787 3.284 0.209
S 0.330 2.424 -0.153
H 2.383 -0.879 -0.013
H 2.114 -0.376 -1.564
H 3.672 1.034 -0.296
H 3.792 3.242 0.197
H 2.353 4.176 0.375
C -3.008 0.085 -1.123
N -2.096 -0.040 0.025
C -2.537 -0.324 1.226
C -1.696 -0.538 2.324
C -2.003 -0.862 3.660
C -0.786 -0.995 4.306
C 0.206 -0.746 3.337
N -0.330 -0.460 2.150
C -2.661 -0.859 -2.241
C -3.216 -2.132 -2.291
C -2.845 -3.023 -3.287
C -1.912 -2.647 -4.244
C -1.362 -1.372 -4.210
C -1.741 -0.482 -3.215
H -2.961 1.117 -1.481
H -4.023 -0.097 -0.765
H -3.613 -0.398 1.361
H -2.990 -0.982 4.081
H -0.622 -1.239 5.344
H 1.279 -0.768 3.476
H -3.934 -2.432 -1.536
H -3.286 -4.011 -3.320
H -1.626 -3.340 -5.025
H -0.655 -1.066 -4.971
H -1.330 0.523 -3.202
C -0.697 -8.549 1.463
C -1.191 -7.910 0.157
C -2.719 -7.851 0.191
C -0.773 -8.783 -1.033
C -0.567 -6.519 0.026
C 0.822 -6.406 -0.117
C 1.478 -5.184 -0.224
C 0.680 -4.068 -0.180
O 1.046 -2.717 -0.273
B -0.164 -2.053 -0.181
O -1.240 -2.877 -0.034
C -0.685 -4.155 -0.037
C -1.343 -5.358 0.069
H -1.132 -9.543 1.586
H -0.982 -7.943 2.325
H 0.389 -8.656 1.469
H -3.119 -8.865 0.227
H -3.126 -7.367 -0.700
H -3.088 -7.323 1.074
H -1.243 -9.765 -0.955
H 0.306 -8.939 -1.071
H -1.083 -8.332 -1.978
H 1.422 -7.306 -0.137
H 2.552 -5.122 -0.331
H -2.417 -5.383 0.186
*
```

The max |F| comes out at 0.014 Eh/bohr. The total energy is -1876.08015 Ha. The HOMO-LUMO gap is 7.17 eV.

(3)
Computed, not measured: a single C5H8O2 molecule, with ωB97M-V/def2-TZVPD.

```
! wB97M-V def2-TZVPD RIJCOSX def2/J DEFGRID3
* xyz 0 1
C -2.246 0.023 -0.214
C -1.279 -0.144 0.681
C -0.211 0.890 0.807
O -0.440 2.083 0.837
C 1.188 0.313 0.756
C 1.502 -0.360 -0.604
O 0.519 -1.250 -1.098
H -2.926 -0.782 -0.474
H -2.320 0.958 -0.763
H -1.115 -1.098 1.178
H 1.907 1.123 0.916
H 1.304 -0.416 1.568
H 2.405 -0.961 -0.476
H 1.714 0.424 -1.340
H -0.003 -0.802 -1.774
*
```

The max |F| comes out at 0.009 Eh/bohr. The total energy is -345.75074 Ha. The HOMO-LUMO gap is 10.31 eV. As for the structure (SMILES): C=CC(=O)CCO.

> Which formula does entry 2 have?

C23H28AuBN5O2S

> The lowest max |F| belongs to which entry?

C5H8O2

> max |F| of number 1 (C3H10N3)?

0.084 Eh/bohr